1.
Entry from OMol25: C31H46N2O6P2Pm as an isolated structure in a non-equilibrium geometry (the ωB97M-V functional and the def2-TZVPD basis).

Values from the calculation:
**2S+1**: 5
**Net charge**: +1
**Lowest unoccupied orbital energy (alpha / beta)**: -3.62 / -3.55 eV
**Highest occupied orbital energy (alpha / beta)**: -10.35 / -10.35 eV
**Energy above the lowest of the compared OMol25 structures with the same formula, charge and spin**: 11.0 kJ/mol
**Gap between HOMO and LUMO (alpha / beta)**: 6.73 / 6.80 eV
**DFT total energy**: -83277.666 eV

Each line ends with the Löwdin spin population.
Atoms and positions in Å:
Pm 0.618 -1.625 -0.260  4.085
C 1.725 -0.032 2.463  -0.003
C 0.325 -0.318 2.399  -0.019
C 1.487 -2.328 2.199  -0.008
C 2.435 -1.264 2.445  -0.014
C 0.168 -1.751 2.315  -0.009
C 2.238 1.338 2.722  0.000
H 1.629 1.812 3.507  0.000
H 2.183 2.014 1.844  0.000
H 3.273 1.388 3.088  0.000
C 3.857 -1.466 2.804  -0.002
H 4.440 -1.925 1.984  -0.001
H 3.981 -2.123 3.691  -0.001
H 4.341 -0.516 3.079  0.000
C 1.787 -3.737 1.763  0.000
H 2.645 -4.147 2.333  0.000
H 2.069 -3.855 0.685  0.000
H 0.949 -4.443 1.955  0.000
C -1.139 -2.450 2.232  0.000
H -1.706 -2.442 3.181  0.000
H -1.013 -3.511 1.968  0.000
H -1.832 -1.996 1.491  0.000
C -0.742 0.696 2.685  -0.003
H -1.028 0.768 3.752  -0.001
H -1.688 0.519 2.155  0.000
H -0.425 1.718 2.408  0.000
C -0.880 3.238 -1.432  0.000
C -1.133 4.235 -0.562  0.000
C -2.241 4.115 0.411  0.000
C -3.634 4.015 -0.250  0.000
C -4.265 2.677 0.055  0.000
C -3.561 1.536 0.258  0.000
C -2.186 1.237 -0.292  0.000
C -1.792 2.031 -1.595  0.000
H -2.187 4.867 1.201  0.000
H -3.485 4.128 -1.329  0.000
H -2.117 3.169 0.935  0.000
H -2.703 2.247 -2.133  0.000
H 0.160 3.100 -1.828  0.000
H -0.552 5.150 -0.505  0.000
H -1.278 1.300 -2.229  0.000
H -1.392 1.355 0.460  0.000
H -4.009 0.723 0.841  0.000
H -2.178 0.142 -0.545  0.000
H -4.214 4.825 0.228  0.000
H -5.359 2.729 0.155  0.000
P -2.394 -1.177 -2.744  -0.001
P -1.886 -3.410 -0.829  -0.004
C -3.665 -2.591 -2.861  0.000
C -2.942 -3.840 -2.377  0.000
H -4.060 -2.716 -3.886  0.000
H -4.527 -2.351 -2.201  0.000
H -3.646 -4.645 -2.110  0.000
H -2.239 -4.236 -3.123  0.000
C -1.587 -5.205 -0.498  0.000
H -1.213 -5.357 0.518  0.000
H -0.810 -5.526 -1.200  0.000
H -2.488 -5.814 -0.668  0.000
C -3.437 -3.126 0.204  -0.001
H -4.272 -3.727 -0.164  0.000
H -3.730 -2.076 0.166  0.000
H -3.247 -3.371 1.245  0.000
C -1.724 -1.408 -4.473  0.000
H -0.927 -0.669 -4.614  0.000
H -2.499 -1.263 -5.242  0.000
H -1.280 -2.404 -4.593  0.000
C -3.718 0.125 -3.014  0.000
H -4.664 -0.319 -3.343  0.000
H -3.359 0.857 -3.744  0.000
H -3.928 0.646 -2.079  0.000
O 1.689 0.391 -0.461  -0.007
C 2.887 -0.119 -0.416  0.001
O 2.934 -1.393 -0.482  -0.008
C 4.060 0.829 -0.251  0.000
C 4.958 0.893 0.809  0.000
C 5.773 2.029 0.983  0.000
C 5.798 3.089 0.067  0.000
C 4.975 2.976 -1.065  0.000
C 4.064 1.878 -1.178  0.000
N 5.029 4.026 -2.053  0.000
O 5.925 4.899 -1.914  0.000
O 4.204 4.033 -2.993  0.000
N 6.404 2.247 2.293  0.000
O 5.952 1.637 3.285  0.000
O 7.355 3.051 2.392  0.000
H 4.982 0.129 1.565  0.000
H 6.377 4.001 0.265  0.000
H 3.300 1.865 -1.950  0.000



2.
Entry from OMol25: C21H41IN2PdSi4 as an isolated structure in a non-equilibrium geometry (the ωB97M-V functional and the def2-TZVPD basis).

Values from the calculation:
**2S+1**: 5
**Net charge**: +2
**Lowest unoccupied orbital energy (alpha / beta)**: -6.30 / -9.09 eV
**Highest occupied orbital energy (alpha / beta)**: -13.52 / -14.16 eV
**Gap between HOMO and LUMO (alpha / beta)**: 7.22 / 5.06 eV
**DFT total energy**: -68496.735 eV

Each line ends with the natural charge from an NBO analysis.
Atoms and positions in Å:
C 3.164 0.813 2.314  -0.628
C 3.217 -0.673 2.182  -0.624
H 4.159 1.251 2.319  0.235
H 2.491 1.318 3.009  0.208
H 2.792 1.181 1.337  0.187
H 2.702 -0.906 1.232  0.187
H 4.204 -1.041 1.931  0.225
H 2.750 -1.280 2.950  0.221
C 2.073 2.507 -1.901  0.058
C 2.329 3.345 -3.004  -0.227
C 2.164 2.816 -4.290  -0.121
C 1.894 1.451 -4.426  -0.229
H 2.210 2.874 -0.881  0.229
H 2.600 4.398 -2.859  0.260
H 2.273 3.446 -5.176  0.256
H 1.798 0.981 -5.404  0.242
N 1.635 1.243 -2.039  -0.501
C 1.739 0.664 -3.264  0.235
C 1.574 -0.792 -3.283  0.119
N 1.370 -1.371 -2.066  -0.498
C 1.557 -2.702 -1.979  0.074
C 1.525 -2.958 -4.379  -0.118
C 1.598 -3.542 -3.108  -0.225
H 1.669 -3.119 -0.977  0.221
H 1.640 -4.628 -2.994  0.258
C 1.558 -1.564 -4.466  -0.206
H 1.575 -1.058 -5.434  0.241
H 1.488 -3.573 -5.283  0.257
Pd -0.206 0.112 -1.204  0.778
I 5.375 -0.360 -0.626  -0.001
C 0.178 -0.237 4.392  -1.106
Si -0.869 0.779 3.210  1.333
C -2.646 0.647 3.838  -1.107
C -0.315 2.568 3.207  -1.117
Si -0.818 -0.052 0.977  -0.065
Si -1.608 -2.235 0.830  1.310
C -3.217 -2.302 1.819  -1.106
C -1.933 -2.691 -0.967  -1.126
C -0.242 -3.312 1.561  -1.101
Si -2.022 1.529 -0.396  1.377
C -3.744 1.543 0.331  -1.113
C -1.218 3.225 -0.348  -1.133
C -1.997 0.796 -2.168  -1.128
H -0.191 -0.003 5.401  0.271
H 1.246 0.009 4.344  0.258
H 0.052 -1.315 4.227  0.243
H -2.644 1.079 4.850  0.269
H -3.368 1.207 3.233  0.238
H -2.987 -0.393 3.922  0.249
H 0.757 2.674 2.994  0.253
H -0.872 3.188 2.497  0.229
H -0.502 2.967 4.214  0.272
H -3.829 -1.399 1.673  0.244
H -3.791 -3.170 1.461  0.272
H -3.022 -2.433 2.894  0.258
H -1.091 -2.389 -1.608  0.221
H -2.047 -3.780 -1.054  0.272
H -2.847 -2.214 -1.340  0.244
H 0.637 -3.336 0.901  0.239
H 0.080 -2.961 2.552  0.255
H -0.617 -4.341 1.666  0.275
H -3.780 2.103 1.275  0.269
H -4.402 2.057 -0.386  0.278
H -4.146 0.536 0.495  0.257
H -0.348 3.282 -1.016  0.249
H -1.958 3.962 -0.685  0.276
H -0.891 3.497 0.660  0.265
H -0.959 0.710 -2.621  0.218
H -2.494 -0.171 -2.243  0.276
H -2.453 1.547 -2.825  0.321



3.
Entry from OMol25: a 13-piece molecular cluster, C13H52O13 overall in a non-equilibrium geometry (the ωB97M-V functional and the def2-TZVPD basis).

Values from the calculation:
**Lowest unoccupied orbital energy**: 0.02 eV
**Highest occupied orbital energy**: -9.55 eV
**Energy above the lowest of the compared OMol25 structures with the same formula, charge and spin**: 371.4 kJ/mol
**Gap between HOMO and LUMO**: 9.57 eV
**DFT total energy**: -40934.172 eV

Each line ends with the Mulliken charge.
Atoms and positions in Å:
C -4.664 2.119 2.754  -0.450
O -4.809 2.662 4.069  -0.499
H -4.820 1.041 2.754  0.183
H -5.348 2.524 2.008  0.269
H -3.618 2.306 2.512  0.192
H -5.000 1.890 4.608  0.310
C -2.243 4.535 -4.413  -0.513
O -0.940 3.953 -4.012  -0.460
H -2.997 3.751 -4.481  0.185
H -2.617 5.336 -3.776  0.263
H -2.083 4.998 -5.386  0.267
H -0.336 4.683 -3.860  0.264
C 4.068 0.852 1.431  -0.629
O 3.987 1.651 0.307  -0.487
H 3.479 -0.019 1.145  0.278
H 5.097 0.511 1.544  0.372
H 3.718 1.362 2.328  0.148
H 4.584 1.222 -0.310  0.269
C 0.401 0.967 4.184  -0.366
O 1.106 0.975 5.427  -0.522
H -0.280 1.813 4.089  0.351
H 1.227 1.150 3.496  0.058
H -0.111 0.015 4.044  0.247
H 0.475 1.279 6.084  0.272
C 4.329 -0.127 5.266  -0.378
O 4.091 1.225 5.597  -0.526
H 5.244 -0.518 5.712  0.269
H 3.546 -0.774 5.661  0.245
H 4.392 -0.182 4.180  0.051
H 3.148 1.370 5.492  0.320
C 2.534 -5.327 -2.522  -0.454
O 1.838 -6.533 -2.256  -0.517
H 2.987 -5.454 -3.505  0.368
H 1.826 -4.510 -2.661  0.025
H 3.380 -5.171 -1.853  0.277
H 2.448 -7.223 -1.985  0.289
C -2.435 0.188 -3.632  -0.301
O -2.695 -0.498 -4.874  -0.564
H -1.399 0.158 -3.295  0.190
H -2.681 1.250 -3.644  0.248
H -3.104 -0.198 -2.863  0.127
H -3.624 -0.742 -4.858  0.306
C -0.319 -4.304 1.300  -0.686
O -0.817 -3.425 0.268  -0.374
H -1.068 -5.028 1.619  0.281
H 0.565 -4.832 0.942  0.228
H -0.089 -3.728 2.196  0.248
H -1.772 -3.387 0.357  0.281
C -1.508 -3.888 -3.293  -0.041
O -1.830 -3.177 -4.534  -0.545
H -2.143 -3.518 -2.488  -0.040
H -1.647 -4.959 -3.442  0.314
H -0.451 -3.691 -3.119  0.046
H -1.719 -2.238 -4.366  0.275
C -3.902 -1.735 0.160  -0.269
O -3.485 -2.766 1.048  -0.573
H -4.958 -1.794 -0.103  0.381
H -3.512 -0.814 0.593  0.221
H -3.445 -1.863 -0.821  -0.113
H -4.018 -2.550 1.817  0.294
C 0.401 7.271 0.858  -0.447
O 0.272 6.226 -0.140  -0.479
H -0.302 8.039 0.535  0.220
H 0.305 6.863 1.864  0.194
H 1.395 7.685 0.684  0.232
H 0.243 6.627 -1.012  0.279
C -0.069 0.369 0.353  -0.536
O -0.571 -0.462 -0.673  -0.128
H 0.958 0.144 0.642  0.016
H -0.085 1.424 0.079  0.424
H -0.550 0.238 1.322  0.206
H -0.483 -1.341 -0.298  0.111
C 3.401 -0.582 -2.194  -0.533
O 4.675 -1.083 -2.539  -0.547
H 2.663 -0.675 -2.991  0.309
H 2.995 -1.041 -1.293  0.169
H 3.545 0.492 -2.082  0.295
H 5.221 -1.008 -1.753  0.311



- The highest DFT total energy belongs to which entry?
  C13H52O13



- Which formula does entry 2 have?
  C21H41IN2PdSi4



- What is the formula in the first record?
  C31H46N2O6P2Pm



- What is the formula in the third record?
  C13H52O13